No. 1
14
Properties=species:S:1:pos:R:3:forces:R:3:lowdin_charge:R:1 method="wB97M-V/def2-TZVPD" de_lowest_kcal_mol=79.3 smiles="C=C(C)C#N.C=O" charge=0 e_lumo_ev=0.31 homo_energy_ev=-9.98 homo_lumo_gap_ev=10.30
N 0.88261 1.70634 -1.45041 -0.130 -0.580 0.288 0.17
C 2.65433 -0.19985 0.21648 1.940 -1.202 -0.072 -0.16
C -0.62100 0.13490 -0.01544 -3.775 -0.885 -0.308 -0.29
H -2.14492 1.39070 0.75174 -0.630 0.936 0.178 0.06
H -2.94925 -0.12794 0.31866 1.648 0.300 -0.296 0.10
H 0.11401 -1.72405 -0.01655 1.941 -1.435 -0.100 0.03
C -2.12655 0.59590 0.03555 0.440 1.111 0.103 -0.07
H -1.34297 -1.73220 0.96977 -0.266 1.152 -0.537 0.10
H -2.35706 0.95541 -0.96442 -0.214 0.319 0.057 0.07
H 2.81804 0.13869 -0.81564 -0.470 0.054 -0.039 0.07
C -0.65020 -1.13890 0.35422 1.531 -0.616 -0.048 0.05
O 2.30472 -1.32742 0.47860 -0.312 0.686 -0.109 -0.02
H 3.13323 0.43055 0.98060 -0.552 0.347 0.284 0.09
C 0.31383 0.90664 -0.84057 -1.150 -0.185 0.598 -0.20


No. 2
32
Properties=species:S:1:pos:R:3:forces:R:3:lowdin_charge:R:1 method="wB97M-V/def2-TZVPD" de_lowest_kcal_mol=17.7 smiles="O=C(COC(=O)Cc1ccsc1)Nc1ccccc1" charge=0 e_lumo_ev=0.55 homo_energy_ev=-8.68 homo_lumo_gap_ev=9.23
H -0.90251 -0.52166 -2.51784 0.082 -0.040 -0.009 0.13
H 0.55435 2.37214 0.37278 -0.222 -0.080 0.060 0.14
C -0.40723 1.84981 0.45932 0.225 0.517 0.375 -0.05
C -0.27080 1.08754 -3.77947 -0.255 -0.057 -0.125 -0.34
H -2.45841 1.06557 -3.89283 -0.191 -0.137 0.120 0.07
H -0.44983 -0.00436 4.29406 -0.005 0.026 0.000 0.10
C 0.46216 -2.49627 2.19819 -0.019 0.070 0.011 -0.03
O 1.56122 1.14613 -1.24316 0.035 -0.032 -0.006 0.13
C -0.15416 -0.98714 3.96837 -0.058 0.205 0.032 -0.01
H 0.91239 -4.49829 2.78103 0.023 -0.070 -0.034 0.10
H 0.13702 -0.55223 0.69756 -0.105 0.188 0.187 0.13
C 0.61293 -3.51671 3.11713 -0.002 0.007 -0.030 -0.09
C 0.00072 0.04922 -2.72827 0.036 0.189 0.088 -0.04
O -0.65895 1.62913 2.81938 -0.013 0.180 0.178 0.08
C -1.50961 1.45523 -4.20361 0.006 0.208 -0.261 -0.37
O -0.61581 1.04577 -0.69403 -0.368 -0.151 0.113 0.00
H -1.21509 2.58354 0.50011 0.100 -0.177 0.043 0.14
C -0.00040 -2.01712 4.87903 0.040 -0.140 -0.055 -0.08
C -0.39880 1.06773 1.78081 -0.072 0.113 -0.672 -0.43
S -1.44831 2.69484 -5.39079 0.348 -0.219 0.264 0.99
H 0.64508 -2.68124 1.14819 0.021 -0.017 -0.105 0.11
H 0.49974 -4.07837 5.17978 0.010 -0.067 0.061 0.10
H 0.80889 -0.60761 -3.05251 -0.049 -0.002 0.114 0.13
C 0.38160 -3.28078 4.46216 0.006 -0.076 0.119 -0.10
C 0.07781 -1.22492 2.61809 0.014 -0.142 0.288 -0.21
C 0.26932 2.73207 -5.30685 -0.375 0.086 -0.110 -0.40
C 0.43930 0.79461 -1.48644 0.258 -0.260 -0.193 -0.49
H 0.81122 3.41906 -5.92518 0.175 0.127 -0.113 0.06
C 0.75530 1.83422 -4.41664 0.005 0.063 -0.073 -0.14
N -0.05734 -0.23298 1.63733 0.143 -0.346 -0.370 0.15
H 1.79974 1.69945 -4.20182 0.225 0.005 0.017 0.12
H -0.18152 -1.82639 5.92611 -0.018 0.028 0.085 0.10


No. 3
43
Properties=species:S:1:pos:R:3:forces:R:3:lowdin_charge:R:1 method="wB97M-V/def2-TZVPD" de_lowest_kcal_mol=29.5 charge=-1 e_lumo_ev="1.07 / 0.73" homo_energy_ev="-5.21 / -3.90" homo_lumo_gap_ev="6.29 / 4.63"
O 2.81841 0.41692 -6.37797 0.128 -0.090 -0.124 0.06
H 2.60831 0.62499 1.60958 -0.142 -0.376 -0.335 0.10
O -0.05336 4.42590 -2.86713 -0.023 0.337 -0.130 0.03
O 0.73743 -1.79001 -0.99873 -0.436 0.161 0.690 -0.13
O 2.28394 2.49927 -6.42985 0.054 0.147 -0.135 0.05
N 0.05382 -1.64829 2.22704 -1.046 1.316 0.511 -0.08
C 1.33537 -1.50389 -2.08129 -0.038 -0.061 -0.067 -0.64
C 1.18772 2.39618 -3.96266 0.079 0.051 -0.283 0.08
C 1.79116 1.30620 -4.56108 -0.552 0.000 1.319 -0.15
F 2.97973 0.13326 -0.27408 0.090 0.099 -0.395 0.00
C 0.44125 -3.62883 3.48879 -0.514 0.321 0.335 -0.09
N 0.04082 3.44375 -2.14161 -0.382 0.610 0.217 -0.36
H 1.49458 -3.02952 1.73586 0.051 0.179 -0.081 0.12
C 0.75891 1.06523 -1.91507 0.239 0.009 -0.723 -0.26
C -2.96537 0.26234 3.23841 0.578 -0.379 -0.192 -0.06
O 1.87380 -2.35705 -2.77113 0.417 -0.152 -0.594 0.02
C -1.33038 -2.13401 4.14771 -0.018 0.435 -0.495 -0.06
C 0.67323 2.28615 -2.68200 0.470 -1.014 -0.191 -0.07
C -2.52099 0.88993 0.60870 -0.875 0.711 -0.341 -0.11
C 2.36318 -0.19055 0.89216 -0.467 0.975 0.531 -0.48
O -0.39918 3.42509 -1.00676 -0.115 0.204 0.042 0.07
N -1.70985 0.02003 1.18687 1.058 -0.571 1.424 -0.05
O 0.33757 1.07826 -0.71905 -0.137 -0.251 0.776 -0.20
C -0.57328 -3.24237 4.38760 0.434 -0.356 -0.061 -0.68
C 0.71319 -2.78560 2.44021 0.469 -0.689 0.053 -0.10
Br -5.10763 2.08343 3.61488 0.133 -0.127 -0.137 0.73
Br -0.89973 -4.30698 5.92744 -0.012 0.103 -0.163 0.73
H 0.98187 -4.54946 3.62831 0.124 -0.006 -0.041 0.10
Pt 0.32559 -0.34673 0.73728 0.656 -0.480 -1.109 1.32
C -1.05997 -1.35003 3.00469 0.878 -1.377 0.269 -0.19
H -2.15348 -1.87634 4.79117 -0.125 -0.005 0.078 0.10
H -3.09812 0.02415 4.28128 -0.055 0.002 0.070 0.10
C -1.92436 -0.34676 2.50012 -1.154 0.919 -0.620 -0.21
C -3.75344 1.19012 2.61980 -0.222 0.235 -0.199 -0.67
F 3.02411 -1.29493 1.34365 -0.026 -0.627 0.259 -0.04
H -2.32862 1.11144 -0.43190 0.192 0.069 0.012 0.12
C 1.82699 0.08324 -3.87884 0.024 0.122 -0.226 0.07
N 2.33634 1.41410 -5.87100 0.074 0.101 -0.516 -0.38
H 2.25463 -0.78376 -4.36666 -0.068 -0.003 0.169 0.13
C 1.31303 -0.06360 -2.61574 -0.019 -0.204 0.169 -0.04
H -4.20688 2.20663 0.76028 -0.060 0.120 -0.106 0.10
C -3.57045 1.50332 1.26454 0.284 -0.368 0.303 -0.09
H 1.10013 3.33876 -4.48385 0.054 -0.090 0.039 0.13


No. 4
85
Properties=species:S:1:pos:R:3:forces:R:3:mulliken_spin:R:1 method="wB97M-V/def2-TZVPD" de_lowest_kcal_mol=0.0 multiplicity=2 charge=+3 e_lumo_ev="-10.33 / -10.28" homo_energy_ev="-14.03 / -14.03" s2=0.756 homo_lumo_gap_ev="3.70 / 3.74"
C -1.89740 2.58980 1.74392 -0.300 -0.366 -0.136 0.02
H -8.75073 4.21490 -0.23946 0.509 0.019 -0.112 0.00
H 5.12561 0.05770 0.25666 0.066 -0.138 0.231 0.00
H -6.61519 5.31491 0.49411 0.115 -0.561 -0.050 0.00
C 3.31129 -2.85016 -2.56432 0.824 -0.559 -0.222 0.01
H 1.73219 1.81576 2.69025 -0.072 0.150 0.050 0.00
H -0.70211 -2.99315 -0.16102 0.194 0.677 0.091 0.00
H -8.71469 2.33636 -1.85156 0.135 0.189 0.077 0.00
O -4.14548 3.98713 -0.11656 0.634 1.168 0.466 0.00
C -1.55002 -0.83735 3.56908 -0.059 0.098 -0.246 0.00
H 2.82137 -3.56990 -4.46611 0.474 -0.195 0.198 0.00
H 3.45913 -3.75632 1.34043 0.216 0.259 0.131 0.00
H -0.18676 3.73858 -0.50277 0.036 -0.051 0.214 0.00
H 1.44006 3.22337 -0.05061 -0.067 0.094 0.130 0.00
H 0.75301 3.21036 3.19142 -0.179 -0.214 -0.278 0.00
C 0.70686 2.17160 2.83725 0.398 -0.422 0.139 -0.01
C -6.59888 2.49403 -2.21827 0.206 0.602 -0.046 0.00
H -1.89929 3.53628 2.30460 0.349 -0.278 -0.146 0.00
H 0.37991 -3.69629 1.95110 -0.179 0.096 0.110 0.00
C 5.72197 -1.83550 3.04090 -0.179 -0.046 -0.087 0.00
H -0.68658 -3.54862 3.38470 0.077 0.094 -0.246 0.00
H -4.48227 2.94700 -2.39634 -0.184 -0.135 0.195 0.00
H 1.14091 -1.64335 4.40123 0.025 0.053 -0.277 0.00
C -5.41100 3.15352 -1.87586 -0.403 -0.526 0.638 0.00
H -1.36307 0.18927 3.91024 -0.133 -0.303 -0.045 0.00
P -0.22419 -1.37690 2.41222 -0.275 -0.363 1.496 -0.01
C -6.59085 4.48495 -0.22204 0.383 -0.480 -0.134 0.00
C -5.37760 3.96650 -0.73512 -1.257 -0.474 -0.316 0.00
H 1.62902 -0.20037 3.46554 -0.043 -0.312 0.077 0.00
H -1.92977 2.96382 -1.43936 -0.085 -0.211 -0.183 0.00
N 3.58354 -1.95398 -0.58200 -0.631 0.315 0.815 0.01
H -1.56006 0.30105 -4.30959 0.088 -0.078 0.237 0.00
H -3.00146 1.56638 -1.56263 0.112 0.157 -0.123 0.01
H -2.51146 -0.86498 3.03775 0.142 0.050 0.254 0.00
H 1.37798 -1.80553 -2.98796 0.691 -0.370 0.246 0.01
O 1.56586 -0.81545 -0.30140 -1.077 1.033 0.490 -0.07
H -6.55447 1.69050 -2.95420 -0.201 0.388 -0.014 0.00
H -2.79156 -0.74907 -0.84649 0.474 -0.016 0.088 0.00
N 4.10530 -2.81796 -1.48636 -0.363 0.306 -0.475 0.00
H -0.99201 -2.27568 -1.80449 0.198 0.512 0.420 0.01
C 2.23533 -2.02661 -2.34222 -1.388 0.958 0.568 0.00
C 1.30756 -1.24429 3.39134 0.197 0.173 -0.144 0.00
H 1.50245 1.14255 -2.95780 -0.148 0.125 -0.062 0.00
H 0.25175 1.55932 3.62189 0.033 0.163 -0.159 0.00
C -2.15234 2.07334 -2.03941 0.015 -0.126 0.177 -0.01
C 5.81290 -0.75975 2.15157 -0.122 -0.040 0.229 0.00
C 4.86083 -2.90483 2.76288 -0.044 -0.042 0.193 0.00
H 2.10636 -1.80724 2.89203 -0.170 0.105 0.156 0.00
P -0.21401 2.03509 1.26467 -0.556 2.585 0.975 0.03
H 0.55661 4.35359 0.99148 -0.154 -0.331 -0.021 0.00
C 5.36086 -3.50640 -1.28852 0.690 -0.361 -0.103 0.00
H 6.19356 -2.80906 -1.16010 -0.222 -0.005 -0.021 0.00
C 4.20750 -1.83119 0.70496 0.357 -0.069 0.812 0.00
H 1.00206 2.60738 -2.10811 -0.118 -0.114 -0.272 0.00
C -7.79029 3.89092 -0.65536 0.111 0.144 -0.221 0.00
C 3.65131 -3.68034 -3.74701 -0.257 -0.193 -0.798 0.00
H -1.36524 -3.41788 1.73414 0.058 -0.099 0.287 0.00
P -0.73842 0.91472 -2.09776 -0.577 0.881 -1.058 0.01
H -4.07865 4.61658 0.62885 -0.537 -0.170 -0.660 0.00
C 5.04472 -0.74745 0.98773 -0.110 -0.226 -0.375 0.00
H -2.53148 2.72593 0.86016 0.097 -0.034 0.075 0.00
C -1.21623 -0.25089 -3.42591 0.098 -0.231 0.189 0.01
H 4.79219 -3.75453 3.45420 0.060 0.426 -0.325 0.00
H 0.39710 2.29633 -3.76648 -0.010 -0.138 0.255 0.00
C -0.50027 -3.18832 2.36509 0.019 0.073 -0.344 0.00
H -2.57793 -1.53856 0.78359 0.428 0.126 -0.160 0.00
H -2.37237 1.82417 2.36842 0.065 0.137 -0.050 0.00
H 6.31915 -1.84704 3.95726 -0.176 0.009 -0.400 0.00
H -1.61606 -1.50353 4.44472 0.143 0.222 -0.353 0.00
H 4.57857 -3.32991 -4.24850 -0.514 -0.233 0.361 0.00
H 3.74953 -4.75792 -3.49760 -0.026 0.676 -0.108 0.00
H 5.33128 -4.19200 -0.43785 -0.140 0.174 -0.131 0.00
C 2.38053 -1.50553 -1.04188 1.038 -1.255 -0.918 -0.02
H 5.52582 -4.08632 -2.19722 0.094 0.082 0.203 0.00
H -2.01218 -0.91837 -3.07745 0.008 0.227 -0.204 0.00
C -1.09066 -2.13554 -0.72195 -2.614 0.097 -0.155 0.12
H -2.46560 2.39214 -3.04387 0.256 -0.147 0.222 0.00
C 4.09712 -2.90407 1.59738 0.085 0.026 -0.182 0.00
C -2.12573 -1.32500 -0.19165 0.634 -1.922 -0.770 0.05
C 0.44954 3.47116 0.34617 0.303 -0.006 -0.360 0.01
H 6.49553 0.06366 2.36898 -0.244 -0.234 -0.116 0.00
H -0.35771 -0.87338 -3.70298 -0.187 0.187 -0.042 0.00
C 0.66432 1.83449 -2.80655 0.287 -0.057 0.146 0.00
C -7.79468 2.85604 -1.59717 0.325 -0.056 0.150 0.00
Ti -0.19178 -0.17473 0.11894 2.255 -1.671 -0.142 0.82


No. 5
10
Properties=species:S:1:pos:R:3:forces:R:3:lowdin_charge:R:1 method="wB97M-V/def2-TZVPD" de_lowest_kcal_mol=15.0 smiles=N#CCCO charge=0 e_lumo_ev=0.66 homo_energy_ev=-11.03 homo_lumo_gap_ev=11.69
O -1.87445 0.05557 -0.25860 -0.145 -0.137 -0.125 -0.06
H -0.80151 -0.02955 1.47092 0.049 -0.046 -0.127 0.12
C 0.49259 0.61624 -0.14972 -0.034 0.050 -0.027 -0.15
C 1.76802 -0.10297 -0.10534 0.825 -0.530 0.019 -0.24
C -0.66623 -0.24419 0.40593 0.271 -0.103 0.230 -0.26
H -0.40856 -1.30557 0.31524 -0.054 0.158 -0.019 0.12
H -2.11194 -0.69657 -0.81132 -0.016 0.197 0.033 0.09
N 2.74467 -0.72255 -0.08013 -0.932 0.630 0.009 0.14
H 0.58857 1.55651 0.40293 -0.019 -0.141 -0.106 0.12
H 0.26884 0.87308 -1.18991 0.056 -0.079 0.112 0.12


No. 6
27
Properties=species:S:1:pos:R:3:forces:R:3:lowdin_charge:R:1 method="wB97M-V/def2-TZVPD" de_lowest_kcal_mol=61.3 smiles=O.O.O.O.O.O.O.O.O charge=0 e_lumo_ev=-0.58 homo_energy_ev=-10.03 homo_lumo_gap_ev=9.44
H 13.82700 -26.29200 3.70000 -0.412 -0.240 0.561 -0.02
H 14.45200 -27.07400 1.02300 -2.400 -0.689 0.108 -0.03
O 9.54100 -28.10200 0.82700 0.443 1.054 -0.079 -0.06
H 15.14000 -26.52100 3.09500 0.477 0.100 0.138 0.00
H 12.13800 -27.31400 2.40900 0.084 0.244 -1.048 -0.02
H 8.88100 -28.80500 6.72800 0.670 0.751 -0.405 0.04
H 13.65100 -24.47700 2.37100 1.306 -0.771 0.268 0.05
H 15.62500 -26.52700 0.49400 1.220 0.644 -0.686 0.04
H 10.34200 -28.03800 3.68000 0.166 -0.128 -0.350 0.01
H 9.22000 -27.01400 3.64700 -0.273 1.172 -0.178 0.04
H 11.65200 -26.83000 3.81500 0.248 -0.230 -0.041 -0.01
H 9.57000 -28.13000 5.48300 -0.474 0.024 0.612 -0.03
H 9.72700 -27.15100 0.96900 -0.470 -0.753 -0.160 0.03
H 12.11900 -26.25800 0.58900 -0.127 0.576 0.714 0.05
H 11.75800 -25.05800 3.97400 1.309 0.675 -1.470 -0.02
O 12.05700 -27.56200 3.31300 0.066 -0.636 1.010 -0.03
O 9.49200 -28.08400 6.46300 -0.413 -0.724 0.483 -0.11
O 9.39900 -27.91300 3.85100 -0.103 -1.342 0.080 -0.04
H 12.60400 -27.12400 -0.43700 0.220 -0.824 -0.938 0.07
O 15.34900 -27.00100 1.26200 1.263 -0.068 0.436 -0.01
O 12.55300 -27.11000 0.51200 -0.092 0.476 0.019 -0.03
O 12.71200 -24.50800 2.49800 -0.743 0.518 -0.492 -0.03
H 10.90300 -24.79200 5.09100 -0.826 0.221 1.049 0.07
H 10.38200 -28.48800 1.09400 -0.044 -0.332 0.030 0.02
O 11.36900 -25.51400 4.69500 -0.576 -0.236 0.821 -0.01
H 12.53700 -23.56600 2.47100 -0.627 0.374 -0.012 0.07
O 14.74800 -26.07900 3.86300 0.108 0.145 -0.470 -0.06


Repeat the second record exactly.
32
Properties=species:S:1:pos:R:3:forces:R:3:lowdin_charge:R:1 method="wB97M-V/def2-TZVPD" de_lowest_kcal_mol=17.7 smiles="O=C(COC(=O)Cc1ccsc1)Nc1ccccc1" charge=0 e_lumo_ev=0.55 homo_energy_ev=-8.68 homo_lumo_gap_ev=9.23
H -0.90251 -0.52166 -2.51784 0.082 -0.040 -0.009 0.13
H 0.55435 2.37214 0.37278 -0.222 -0.080 0.060 0.14
C -0.40723 1.84981 0.45932 0.225 0.517 0.375 -0.05
C -0.27080 1.08754 -3.77947 -0.255 -0.057 -0.125 -0.34
H -2.45841 1.06557 -3.89283 -0.191 -0.137 0.120 0.07
H -0.44983 -0.00436 4.29406 -0.005 0.026 0.000 0.10
C 0.46216 -2.49627 2.19819 -0.019 0.070 0.011 -0.03
O 1.56122 1.14613 -1.24316 0.035 -0.032 -0.006 0.13
C -0.15416 -0.98714 3.96837 -0.058 0.205 0.032 -0.01
H 0.91239 -4.49829 2.78103 0.023 -0.070 -0.034 0.10
H 0.13702 -0.55223 0.69756 -0.105 0.188 0.187 0.13
C 0.61293 -3.51671 3.11713 -0.002 0.007 -0.030 -0.09
C 0.00072 0.04922 -2.72827 0.036 0.189 0.088 -0.04
O -0.65895 1.62913 2.81938 -0.013 0.180 0.178 0.08
C -1.50961 1.45523 -4.20361 0.006 0.208 -0.261 -0.37
O -0.61581 1.04577 -0.69403 -0.368 -0.151 0.113 0.00
H -1.21509 2.58354 0.50011 0.100 -0.177 0.043 0.14
C -0.00040 -2.01712 4.87903 0.040 -0.140 -0.055 -0.08
C -0.39880 1.06773 1.78081 -0.072 0.113 -0.672 -0.43
S -1.44831 2.69484 -5.39079 0.348 -0.219 0.264 0.99
H 0.64508 -2.68124 1.14819 0.021 -0.017 -0.105 0.11
H 0.49974 -4.07837 5.17978 0.010 -0.067 0.061 0.10
H 0.80889 -0.60761 -3.05251 -0.049 -0.002 0.114 0.13
C 0.38160 -3.28078 4.46216 0.006 -0.076 0.119 -0.10
C 0.07781 -1.22492 2.61809 0.014 -0.142 0.288 -0.21
C 0.26932 2.73207 -5.30685 -0.375 0.086 -0.110 -0.40
C 0.43930 0.79461 -1.48644 0.258 -0.260 -0.193 -0.49
H 0.81122 3.41906 -5.92518 0.175 0.127 -0.113 0.06
C 0.75530 1.83422 -4.41664 0.005 0.063 -0.073 -0.14
N -0.05734 -0.23298 1.63733 0.143 -0.346 -0.370 0.15
H 1.79974 1.69945 -4.20182 0.225 0.005 0.017 0.12
H -0.18152 -1.82639 5.92611 -0.018 0.028 0.085 0.10